(1)
C4H5O2Tm as an isolated structure in a non-equilibrium geometry, computed with ωB97M-V/def2-TZVPD.

```
12
Properties=species:S:1:pos:R:3:forces:R:3:lowdin_spin:R:1
H 4.5486 0.3137 0.3376 0.3 0.1 0.2 0.004
O 3.6182 0.0867 0.2744 -2.8 3.2 0.4 0.143
Tm 1.9285 1.5352 0.1255 3.0 -3.1 -0.1 2.780
O 1.9497 -1.8183 -5.5539 0.2 0.3 1.0 0.000
C 2.1709 -1.3438 -4.4663 -0.1 0.0 -1.1 0.000
C 1.9658 -2.0977 -3.1713 -1.2 -0.1 0.2 0.002
C 2.6131 -1.4518 -2.0118 3.1 -0.6 1.9 0.040
C 3.6192 -1.5330 -1.2653 -2.1 -0.2 -3.2 0.029
H 2.5172 -0.2906 -4.3647 0.0 -0.1 0.0 0.000
H 2.2864 -3.1421 -3.3039 0.0 0.4 0.1 0.001
H 0.8731 -2.1139 -3.0036 0.3 -0.2 -0.3 0.001
H 4.6883 -1.7003 -1.1791 -0.6 0.3 0.8 0.000
```
Positions in Å, forces in eV/Å.

Properties
**Spin multiplicity**: 4
**⟨S²⟩**: 3.75
**Gap between HOMO and LUMO (spin up / spin down)**: 0.257 / 0.211 Eh
**Total charge**: +1
**LUMO level (spin up / spin down)**: -5.28 / -6.78 eV

(2)
C4H5O2V as an isolated structure in a non-equilibrium geometry, computed with ωB97M-V/def2-TZVPD.

```
12
Properties=species:S:1:pos:R:3:forces:R:3:lowdin_spin:R:1
C -2.5254 -0.3586 0.1966 -1.6 0.6 -1.1 0.017
C -1.3703 -1.1647 -0.3289 2.3 -2.2 3.2 0.052
C -0.1206 -1.0311 -0.0092 -0.7 1.3 -1.5 0.280
C 1.2302 -0.6909 0.0150 -1.6 -1.2 3.0 0.365
O 1.8263 -0.2765 -1.0107 -1.1 0.7 -0.8 0.169
V 3.3371 -0.2953 -1.8504 2.8 0.2 -1.7 3.056
H -2.6479 -0.5292 1.2771 0.4 -0.3 -0.2 0.001
H -3.4344 -0.7248 -0.3112 0.2 0.2 0.2 -0.001
H -1.3616 -2.3269 -0.1608 -0.8 1.0 -0.9 0.037
H 1.7604 -0.7419 0.9769 -0.1 0.0 -0.3 0.011
O -2.2699 0.9912 -0.0963 0.4 -0.4 0.1 0.013
H -3.0779 1.4988 0.0224 -0.1 0.1 0.0 0.001
```
Positions in Å, forces in eV/Å.

Properties
**Spin multiplicity**: 5
**⟨S²⟩**: 6.01
**Gap between HOMO and LUMO (spin up / spin down)**: 0.250 / 0.223 Eh
**Total charge**: +2
**LUMO level (spin up / spin down)**: -10.61 / -11.32 eV

Taking the records one at a time from the top gives energy relative to the best compared isomer or geometry (same formula, charge and spin) values of 0.0; 0.0 kJ/mol.